# 1
C9H17N3OS2 as an isolated structure in a non-equilibrium geometry. Source: OMol25; level of theory: ωB97M-V/def2-TZVPD.

Each line ends with the natural charge from an NBO analysis.
CARTESIAN COORDINATES (ANGSTROEM)
O1 -1.611 2.604 -1.208  -0.3855
S1 1.329 -0.204 2.689  -0.1020
N1 -0.847 1.745 -0.644  0.2446
S2 1.758 -0.572 -0.078  0.3019
C1 0.650 -0.543 1.197  -0.1206
N2 -0.749 -0.602 1.048  -0.4119
N3 0.315 1.336 -1.290  -0.2775
C2 -1.638 -1.308 3.161  -0.6189
C3 -1.120 -2.990 0.383  -0.6466
C4 -1.608 -0.225 2.100  -0.2245
C5 -1.307 -1.528 -0.036  -0.2317
C6 0.653 1.775 -2.700  -0.2570
C7 1.567 1.120 -0.524  -0.2079
C8 2.150 1.767 -2.813  -0.4286
C9 2.650 1.775 -1.359  -0.4021
H1 -2.291 -2.066 2.702  0.1932
H2 -1.924 -0.957 4.139  0.2208
H3 -0.704 -1.879 3.252  0.2240
H4 -0.371 -3.205 1.233  0.2253
H5 -2.094 -3.374 0.778  0.2092
H6 -0.893 -3.683 -0.401  0.2223
H7 -2.625 -0.040 1.724  0.2063
H8 -1.384 0.693 2.582  0.2241
H9 -0.789 -1.344 -1.006  0.2273
H10 -2.425 -1.391 -0.264  0.2228
H11 0.189 2.831 -2.868  0.2356
H12 0.192 1.028 -3.537  0.2188
H13 1.540 1.730 0.446  0.2526
H14 2.577 2.576 -3.377  0.2278
H15 2.464 0.877 -3.229  0.2095
H16 3.529 1.276 -1.147  0.2288
H17 2.818 2.778 -0.955  0.2201

Calculated values
ΔE to the lowest compared entry with this formula, charge and spin: 48.8 kcal per mole
Frontier orbital gap: 7.9 eV
HOMO: -7.906 eV


# 2
C9H17N4O2PdSe as an isolated structure in a non-equilibrium geometry. Source: OMol25; level of theory: ωB97M-V/def2-TZVPD.

Each line ends with the Löwdin spin population.
CARTESIAN COORDINATES (ANGSTROEM)
Pd1 -0.211 -0.154 -0.670  1.3249
N1 0.068 0.197 1.865  0.0391
C1 1.419 0.436 2.348  0.0042
C2 2.427 -0.362 1.520  0.0028
N2 2.203 -0.115 0.101  0.0460
H1 -0.587 0.911 2.156  0.0004
H2 -0.291 -0.706 2.150  0.0019
H3 1.556 0.177 3.405  0.0017
H4 1.637 1.501 2.237  -0.0001
H5 2.278 -1.429 1.705  0.0004
H6 3.439 -0.098 1.854  0.0014
H7 2.825 -0.645 -0.492  -0.0007
H8 2.309 0.864 -0.133  0.0008
C3 -2.461 -5.127 -1.120  -0.0007
C4 -2.821 -4.073 -0.064  -0.0012
C5 -4.285 -3.648 -0.237  -0.0003
C6 -2.619 -4.666 1.337  -0.0011
C7 -1.957 -2.892 -0.234  0.0219
C8 -1.241 -1.927 -0.412  0.1459
H9 -3.115 -6.001 -1.034  -0.0001
H10 -1.426 -5.448 -0.994  -0.0001
H11 -2.568 -4.704 -2.120  -0.0001
H12 -4.956 -4.505 -0.117  0.0000
H13 -4.434 -3.218 -1.228  -0.0001
H14 -4.548 -2.889 0.501  0.0000
H15 -3.252 -5.548 1.478  -0.0002
H16 -2.873 -3.929 2.100  -0.0001
H17 -1.577 -4.959 1.476  -0.0001
Se1 -4.024 2.545 0.880  0.0199
C9 -2.610 1.888 0.064  0.0193
N3 -1.647 1.495 -0.467  0.0549
O1 -0.226 0.029 -3.562  0.0650
N4 0.433 0.141 -2.553  0.1589
O2 1.096 1.167 -2.287  0.0955

Calculated values
Net charge: -1
ΔE to the lowest compared entry with this formula, charge and spin: 25.3 kcal per mole
Frontier orbital gap (spin up / spin down): 7.1 / 6.9 eV
HOMO (spin up / spin down): -4.374 / -4.466 eV
Multiplicity: 3


# 3
A 2-piece molecular cluster, C9H17N4S2 overall in a non-equilibrium geometry. Source: OMol25; level of theory: ωB97M-V/def2-TZVPD.

Each line ends with the natural charge from an NBO analysis.
CARTESIAN COORDINATES (ANGSTROEM)
N1 3.920 0.350 0.032  -0.0050
N2 2.820 0.221 0.322  0.2422
N3 1.652 0.248 0.722  -0.3991
C1 0.885 -0.952 0.366  -0.2414
C2 -0.493 -0.855 1.030  -0.0502
C3 -1.606 -1.564 0.248  -0.4096
C4 -2.793 -0.577 0.234  -0.4113
C5 -2.170 0.802 0.485  -0.2252
N4 -0.925 0.522 1.202  -0.6591
H1 0.759 -1.051 -0.732  0.1983
H2 1.354 -1.877 0.753  0.2097
H3 -0.394 -1.289 2.037  0.1809
H4 -1.284 -1.757 -0.783  0.2137
H5 -1.852 -2.531 0.693  0.2320
H6 -3.347 -0.603 -0.706  0.2340
H7 -3.486 -0.831 1.037  0.2085
H8 -1.965 1.309 -0.478  0.1952
H9 -2.809 1.454 1.085  0.1856
H10 -0.178 1.200 1.085  0.4033
C6 -1.109 4.041 5.705  -0.4426
C7 -0.401 2.707 5.899  -0.4965
S1 0.263 1.969 4.356  0.4396
C8 -1.132 1.882 3.431  -0.3447
S2 -2.011 3.282 3.124  0.4284
C9 -2.341 3.898 4.821  -0.4948
H11 -1.446 4.384 6.687  0.2520
H12 -0.422 4.786 5.290  0.2367
H13 0.481 2.795 6.544  0.2675
H14 -1.089 1.954 6.307  0.2386
H15 -1.413 0.940 2.991  0.3058
H16 -3.051 3.178 5.250  0.2404
H17 -2.844 4.858 4.653  0.2670

Calculated values
Net charge: +1
ΔE to the lowest compared entry with this formula, charge and spin: 0.0 kcal per mole
Frontier orbital gap: 5.7 eV
HOMO: -11.823 eV


# 4
C9H17N6 as an isolated structure in a non-equilibrium geometry. Source: OMol25; level of theory: ωB97M-V/def2-TZVPD.

Each line ends with the natural charge from an NBO analysis.
CARTESIAN COORDINATES (ANGSTROEM)
C1 -2.314 -0.453 -2.856  -0.0737
C2 -1.970 -0.836 -1.556  0.2472
C3 -0.841 0.981 -2.181  0.3695
C4 0.250 1.887 -1.954  -0.4000
C5 0.827 1.653 -0.726  0.3873
C6 1.299 0.521 3.181  -0.6089
C7 1.495 -2.181 0.312  -0.6194
C8 0.121 0.739 2.320  -0.2432
C9 0.323 -1.449 1.107  -0.2643
N1 -1.025 0.114 -1.196  -0.3175
N2 -1.577 0.607 -3.263  -0.5013
N3 0.461 0.429 -0.156  -0.0277
N4 -2.342 -1.852 -0.751  -0.8586
N5 1.736 2.452 -0.197  -0.7791
N6 0.487 -0.009 1.045  -0.1219
H1 -3.001 -0.930 -3.423  0.2220
H2 0.451 2.662 -2.583  0.2334
H3 1.588 -0.467 3.451  0.2298
H4 2.150 1.042 2.735  0.2023
H5 1.020 1.012 4.195  0.2294
H6 1.155 -2.648 -0.623  0.2249
H7 2.156 -1.397 0.013  0.2160
H8 2.013 -2.937 0.979  0.2330
H9 -0.619 0.428 2.916  0.2155
H10 -0.065 1.841 2.098  0.2233
H11 -0.654 -1.677 0.701  0.2417
H12 0.145 -1.872 2.149  0.2276
H13 -1.878 1.161 -4.106  0.4512
H14 -2.495 -2.825 -1.103  0.4210
H15 -3.145 -1.535 -0.059  0.3995
H16 1.776 3.289 -0.872  0.4203
H17 2.474 2.249 0.404  0.4204

Calculated values
Net charge: +1
ΔE to the lowest compared entry with this formula, charge and spin: 106.2 kcal per mole
Frontier orbital gap: 7.8 eV
HOMO: -11.023 eV


# 5
C9H17NO4 as an isolated structure in a non-equilibrium geometry. Source: OMol25; level of theory: ωB97M-V/def2-TZVPD.

Each line ends with the natural charge from an NBO analysis.
CARTESIAN COORDINATES (ANGSTROEM)
C1 -1.226 0.755 -1.169  -0.3854
C2 0.182 0.314 -1.542  -0.4373
C3 -0.230 0.533 1.187  0.2871
C4 -1.490 0.206 0.343  -0.1041
C5 1.101 0.602 -0.306  0.0048
C6 -2.638 1.099 0.849  -0.6075
C7 -1.750 -1.274 0.202  -0.6493
C8 3.234 -0.514 -0.877  -0.6502
C9 2.125 -0.501 0.204  0.5132
N1 1.454 1.886 -0.179  0.0460
O1 2.346 2.264 0.612  -0.4196
O2 0.065 -0.449 2.047  -0.6811
O3 1.490 -1.792 0.190  -0.7428
O4 2.640 -0.160 1.432  -0.7529
H1 -1.358 1.838 -1.286  0.2135
H2 -1.857 0.311 -1.895  0.2174
H3 0.304 -0.744 -1.875  0.2353
H4 0.610 0.881 -2.356  0.2295
H5 -0.120 1.491 1.622  0.1897
H6 -3.676 0.826 0.582  0.2297
H7 -2.236 2.022 0.522  0.2135
H8 -2.745 1.156 1.953  0.2056
H9 -0.779 -1.893 0.192  0.2369
H10 -2.341 -1.662 -0.713  0.2282
H11 -2.310 -1.780 1.012  0.2232
H12 4.056 -1.162 -0.549  0.2282
H13 3.485 0.475 -1.146  0.2121
H14 2.656 -1.050 -1.641  0.2186
H15 0.584 -0.087 2.766  0.5112
H16 0.928 -1.785 1.055  0.4967
H17 2.933 0.737 1.256  0.4895

Calculated values
ΔE to the lowest compared entry with this formula, charge and spin: 99.6 kcal per mole
Frontier orbital gap: 8.2 eV
HOMO: -8.541 eV


# 6
A 2-piece molecular cluster, C9H17NO4S overall in a non-equilibrium geometry. Source: OMol25; level of theory: ωB97M-V/def2-TZVPD.

Each line ends with the natural charge from an NBO analysis.
CARTESIAN COORDINATES (ANGSTROEM)
C1 1.440 -2.406 -0.079  -0.5999
C2 0.056 -2.507 -0.740  -0.3391
C3 -1.064 -1.880 0.093  -0.4306
C4 -2.244 -2.655 -0.465  0.2473
N1 -3.533 -2.517 0.149  -0.8152
O1 -1.756 -4.002 -0.336  -0.4999
C5 -0.437 -3.962 -0.729  0.7938
O2 0.174 -4.973 -0.980  -0.5595
H1 1.399 -1.770 0.797  0.2026
H2 2.191 -2.004 -0.745  0.2195
H3 1.768 -3.386 0.249  0.2276
H4 0.088 -2.125 -1.752  0.2433
H5 -0.908 -2.319 1.075  0.1978
H6 -1.185 -0.809 0.083  0.2292
H7 -2.313 -2.492 -1.539  0.1587
H8 -3.446 -2.813 1.114  0.3579
H9 -3.746 -1.529 0.180  0.3625
O3 0.350 0.896 -0.995  -0.9540
S1 -0.105 2.180 -0.521  2.1704
O4 -1.447 2.630 -0.786  -0.9373
C6 0.232 2.287 1.234  -0.6733
C7 1.644 2.860 1.308  -0.4071
C8 1.696 3.983 0.263  -0.4017
C9 1.078 3.434 -1.030  -0.6761
H10 0.132 1.298 1.675  0.2536
H11 -0.501 2.968 1.665  0.2414
H12 1.871 3.226 2.308  0.2281
H13 2.373 2.086 1.061  0.2170
H14 1.115 4.837 0.616  0.2112
H15 2.714 4.328 0.091  0.2279
H16 0.549 4.193 -1.600  0.2549
H17 1.817 2.944 -1.660  0.2491

Calculated values
SMILES: C[C@@H]1C[C@H](N)OC1=O.O=S1(=O)CCCC1
ΔE to the lowest compared entry with this formula, charge and spin: 18.3 kcal per mole
Frontier orbital gap: 10.1 eV
HOMO: -9.642 eV


# 7
A 2-piece molecular cluster, C9H17NOS overall in a non-equilibrium geometry. Source: OMol25; level of theory: ωB97M-V/def2-TZVPD.

Each line ends with the natural charge from an NBO analysis.
CARTESIAN COORDINATES (ANGSTROEM)
C1 0.659 1.865 -2.759  -0.6438
C2 0.095 3.343 0.713  -0.5763
C3 1.706 -1.981 -0.370  -0.2280
C4 0.899 -0.986 -0.289  -0.0498
C5 -0.057 2.166 1.318  0.1747
C6 1.466 -4.373 0.149  -0.6075
C7 -3.341 1.353 0.856  -0.6452
C8 1.925 -2.982 0.697  -0.4217
C9 -1.978 1.388 0.217  -0.0786
N1 0.661 0.118 -1.037  -0.6872
O1 -0.975 1.165 1.090  -0.5039
S1 1.561 0.521 -2.320  0.7786
H1 0.903 2.254 -3.748  0.2042
H2 -0.050 2.387 -2.110  0.2328
H3 -0.570 3.857 0.013  0.2094
H4 0.760 4.081 1.183  0.2202
H5 2.187 -2.183 -1.326  0.1830
H6 0.137 -1.029 0.503  0.1923
H7 1.705 -4.271 -0.920  0.2005
H8 0.353 -4.499 0.302  0.2147
H9 2.137 -5.033 0.681  0.2128
H10 -3.850 2.298 1.169  0.2030
H11 -4.093 0.767 0.316  0.2122
H12 -3.159 0.985 1.852  0.2228
H13 2.990 -2.870 1.042  0.2107
H14 1.317 -2.844 1.628  0.2059
H15 -1.944 2.262 -0.480  0.1747
H16 -2.064 0.553 -0.505  0.1878
H17 0.619 1.690 2.132  0.2019

Calculated values
ΔE to the lowest compared entry with this formula, charge and spin: 141.7 kcal per mole
Frontier orbital gap (spin up / spin down): 6.8 / 7.6 eV
HOMO (spin up / spin down): -7.411 / -7.662 eV